Record 1
This record from OMol25 describes C11H17O3P as an isolated structure in a non-equilibrium geometry. The level of theory is ωB97M-V with the def2-TZVPD basis set.

```
! wB97M-V def2-TZVPD RIJCOSX def2/J DEFGRID3
* xyz 0 1
C -2.20 0.98 -0.40
C -0.91 1.28 0.07
C -1.56 -0.99 1.66
C -2.47 -0.46 -0.69
C -1.36 -1.64 -0.56
C -2.39 -1.40 0.54
C -3.31 1.90 -0.48
C 3.05 -1.31 -1.23
C 2.11 -0.06 -1.11
C 2.28 0.07 1.42
C 2.62 0.78 0.09
O 0.80 -0.46 -0.92
O 2.27 2.13 0.09
O 0.98 -0.38 1.55
P -0.17 -0.37 0.36
H -1.96 -0.26 2.32
H -1.18 -1.86 2.15
H -3.35 -0.72 -1.30
H -1.18 -2.39 -1.38
H -3.39 -2.01 0.74
H -2.93 2.89 -0.45
H -3.85 1.60 0.46
H -3.92 1.77 -1.26
H 4.09 -1.13 -1.68
H 3.23 -1.86 -0.32
H 2.51 -2.00 -1.88
H 2.15 0.50 -2.06
H -0.39 2.17 0.16
H 2.92 -0.77 1.59
H 2.43 0.90 2.11
H 3.68 0.83 0.03
H 1.41 2.26 0.37
*
```

Values from the calculation:
- Relative energy (zero: lowest compared OMol25 entry of this formula, charge and spin): 6.0245 eV

Record 2
This record from OMol25 describes a 2-piece molecular cluster, C11H17O6 overall in a non-equilibrium geometry. The level of theory is ωB97M-V with the def2-TZVPD basis set.

```
! wB97M-V def2-TZVPD RIJCOSX def2/J DEFGRID3
* xyz 0 4
O 2.06 -1.65 1.53
O 2.59 -1.92 2.62
C 1.41 2.90 1.38
C 2.07 1.53 1.24
C 2.57 1.25 -0.15
O 3.37 1.98 -0.72
C 2.02 0.01 -0.93
C 0.55 -0.15 -0.71
C -0.26 0.96 -1.30
C -0.12 -1.39 -0.51
C -1.48 -1.39 0.31
O -0.29 -2.02 0.78
C -2.63 -2.26 -0.10
C -3.66 -1.60 -1.03
C -1.75 -0.21 1.19
O -0.91 0.45 1.78
O 2.31 0.20 -2.32
H 1.52 3.24 2.41
H 1.86 3.63 0.71
H 0.33 2.81 1.18
H 2.94 1.44 1.91
H 1.36 0.74 1.52
H 2.58 -0.85 -0.55
H -1.31 0.92 -0.96
H 0.15 1.95 -1.03
H -0.26 0.87 -2.40
H -0.07 -2.13 -1.33
H -2.25 -3.19 -0.55
H -3.15 -2.54 0.83
H -4.52 -2.27 -1.11
H -4.00 -0.63 -0.65
H -3.24 -1.45 -2.04
H -2.84 -0.06 1.36
H 3.04 0.86 -2.35
*
```

Values from the calculation:
- <S²>: 3.762
- Relative energy (zero: lowest compared OMol25 entry of this formula, charge and spin): 0.4137 eV

Record 3
This record from OMol25 describes a 2-piece molecular cluster, C11H18 overall in a non-equilibrium geometry. The level of theory is ωB97M-V with the def2-TZVPD basis set.

```
! wB97M-V def2-TZVPD RIJCOSX def2/J DEFGRID3
* xyz 0 1
C 1.45 0.87 -2.26
C 1.53 -2.26 -0.15
C 1.34 -1.44 -1.28
C 1.83 -1.74 1.10
C 1.69 -0.11 -1.15
C 1.87 -0.36 1.19
C 2.12 0.43 0.08
H 1.43 -3.34 -0.23
H 0.96 -1.85 -2.20
H 1.86 -2.44 1.92
H 1.75 0.22 2.10
H 1.96 1.82 -2.06
H 0.41 1.23 -2.28
H 2.37 1.47 0.25
H 1.86 0.47 -3.20
C -2.19 0.73 0.52
C -2.29 0.32 1.99
C -3.32 0.24 -0.42
C -2.00 2.24 0.37
H -1.29 0.27 0.09
H -3.28 0.06 2.40
H -2.00 1.14 2.66
H -2.95 0.04 -1.44
H -3.54 -0.79 -0.16
H -4.20 0.86 -0.42
H -1.15 2.57 0.97
H -1.84 2.47 -0.68
H -2.87 2.86 0.67
H -1.69 -0.59 2.15
*
```

Values from the calculation:
- Relative energy (zero: lowest compared OMol25 entry of this formula, charge and spin): 1.1673 eV
- SMILES: Cc1ccccc1.CC(C)C

Record 4
This record from OMol25 describes a 2-piece molecular cluster, C11H18 overall in a non-equilibrium geometry. The level of theory is ωB97M-V with the def2-TZVPD basis set.

```
! wB97M-V def2-TZVPD RIJCOSX def2/J DEFGRID3
* xyz 0 1
C 0.26 3.10 0.65
C 1.14 3.39 1.89
C 0.81 3.68 -0.69
H 0.39 1.95 0.64
H -0.83 3.35 0.97
H 0.37 3.38 2.69
H 1.84 3.34 -0.81
H 1.57 4.39 1.98
H 1.88 2.58 2.06
H 0.16 3.30 -1.47
H 0.90 4.76 -0.65
C -1.18 -0.16 0.92
C -2.61 -0.81 1.24
C -0.32 -0.92 0.03
C 0.16 -2.16 0.48
C -0.17 -0.76 -1.34
C 0.78 -3.12 -0.36
C 0.49 -1.64 -2.15
C 1.00 -2.90 -1.68
H -1.43 0.91 0.60
H -0.62 0.03 1.84
H -2.64 -1.36 2.16
H -0.19 -2.43 1.52
H -0.44 0.29 -1.75
H 1.11 -4.06 0.10
H 0.46 -1.37 -3.20
H 1.45 -3.67 -2.33
H -2.89 -1.52 0.45
H -3.30 0.06 1.20
*
```

Values from the calculation:
- Relative energy (zero: lowest compared OMol25 entry of this formula, charge and spin): 1.7094 eV
- SMILES: CCc1ccccc1.CCC

Record 5
This record from OMol25 describes C11H18Cl2O4Ti as an isolated structure in a non-equilibrium geometry. The level of theory is ωB97M-V with the def2-TZVPD basis set.

```
! wB97M-V def2-TZVPD RIJCOSX def2/J DEFGRID3
* xyz -2 1
C 0.47 -1.06 -1.88
C 1.31 0.03 -2.33
C 0.51 1.21 -2.40
C 2.76 -0.10 -2.66
C -0.81 0.84 -2.09
C -0.86 -0.57 -1.91
C -2.10 -1.41 -1.89
C 0.84 -2.51 -1.85
C 0.90 2.58 -2.82
C -2.00 1.74 -2.13
Ti 0.02 0.04 0.79
Cl 1.52 1.62 0.18
Cl 1.99 -1.17 1.13
O -1.62 0.86 0.50
H 3.11 -1.12 -2.47
H 3.40 0.62 -2.12
H 2.84 0.12 -3.73
H 1.80 2.98 -2.33
H 0.08 3.27 -2.67
H 1.10 2.55 -3.91
H -1.74 2.75 -1.79
H -2.78 1.36 -1.47
H -2.38 1.82 -3.15
H -2.95 -0.85 -1.48
H -1.95 -2.34 -1.34
H -2.33 -1.64 -2.94
H 1.86 -2.67 -1.50
H 0.73 -2.93 -2.86
H 0.17 -3.06 -1.17
H -2.25 1.16 1.14
O -0.74 -1.68 0.75
H -1.61 -1.68 1.20
O 1.51 2.44 3.66
C 1.00 1.69 2.87
O 0.01 0.92 2.68
H 1.76 1.68 1.90
*
```

Values from the calculation:
- E: -68051.9379 eV

Record 6
This record from OMol25 describes C11H18ClIN2O2PW as an isolated structure in a non-equilibrium geometry. The level of theory is ωB97M-V with the def2-TZVPD basis set.

```
! wB97M-V def2-TZVPD RIJCOSX def2/J DEFGRID3
* xyz 3 3
C 1.66 1.69 -0.15
C 0.83 1.36 -1.35
H 2.01 2.73 -0.20
H 2.56 1.03 -0.13
H 1.08 1.55 0.78
O 0.33 2.09 -2.15
I -1.69 -1.29 -2.48
W -0.15 -0.76 0.16
P 1.52 -0.67 -1.80
C 0.93 -0.39 -3.54
C 3.18 0.05 -2.13
H 2.74 -2.39 -0.60
H 2.88 -2.63 -2.33
H 1.39 -3.12 -1.50
C 2.18 -2.37 -1.54
H 3.89 -0.32 -1.41
H 3.47 -0.28 -3.13
H 1.79 -0.36 -4.21
H 0.46 0.61 -3.58
H 3.14 1.14 -2.13
H 0.18 -1.13 -3.88
C -1.68 0.45 -0.56
O -2.41 1.35 -0.70
Cl 1.16 -1.31 1.90
N -0.49 1.49 2.54
C -1.48 0.50 2.73
C -2.22 0.48 3.91
C -3.51 -0.07 3.84
C -3.89 -0.70 2.62
C -2.96 -0.92 1.61
N -1.72 -0.34 1.70
H -0.69 2.11 1.70
H -0.41 2.09 3.34
H -1.84 1.00 4.80
H -4.20 -0.04 4.70
H -4.90 -1.09 2.47
H -3.14 -1.54 0.72
*
```

Values from the calculation:
- <S²>: 2.065
- Relative energy (zero: lowest compared OMol25 entry of this formula, charge and spin): 2.8089 eV